1.
Computed, not measured: 2 unconnected molecules or ions with the total composition C4H13N3, with ωB97M-V with the def2-TZVPD basis set.

Each line ends with the natural charge from an NBO analysis.
Geometry (Å):
N  1.672  0.103  -3.529  -0.730
N  -1.735  -1.552  2.077  -0.606
N  1.966  1.081  -1.402  -0.617
C  1.296  1.597  -0.209  -0.408
C  -1.158  -0.271  2.419  -0.422
C  1.294  0.915  -2.595  0.282
C  -1.387  -1.941  0.696  -0.421
H  -0.339  -2.100  0.576  0.191
H  1.131  0.369  -4.397  0.340
H  -1.377  0.516  1.700  0.162
H  2.741  0.369  -1.347  0.398
H  -0.033  -0.352  2.569  0.190
H  0.408  1.518  -2.597  0.135
H  0.496  2.272  -0.484  0.203
H  -2.785  -1.429  1.966  0.342
H  -1.549  0.009  3.422  0.205
H  -1.892  -2.900  0.422  0.205
H  0.825  0.818  0.396  0.187
H  -1.665  -1.126  -0.053  0.156
H  2.091  2.105  0.369  0.207

Its net charge is 0. The value obtained for the HOMO energy is -8.9 eV. Its calculated total energy is -324.41805 Eh.


2.
Computed, not measured: 3 unconnected molecules or ions with the total composition C4H15N2O2, with ωB97M-V with the def2-TZVPD basis set.

Each line ends with the Löwdin spin population.
Geometry (Å):
O  -2.778  1.926  -0.693  0.000
O  2.601  2.412  -0.478  0.000
N  -1.018  0.574  1.054  0.006
N  -0.396  -2.238  -0.144  0.620
C  0.393  0.942  0.662  0.013
C  0.579  -1.331  -0.600  0.121
C  -0.480  -3.491  -0.259  0.062
C  1.215  -0.427  0.510  0.033
H  0.237  -4.075  -0.850  0.042
H  2.905  3.321  -0.390  0.000
H  3.374  1.933  -0.157  0.000
H  1.542  -1.786  -0.941  0.068
H  1.386  -0.927  1.458  0.000
H  2.245  -0.205  0.194  0.001
H  -3.656  1.623  -0.953  0.000
H  -1.277  -4.029  0.253  0.022
H  -2.737  2.880  -0.835  0.000
H  0.644  1.316  -0.326  0.000
H  0.204  -0.867  -1.529  0.003
H  -1.540  1.419  0.761  0.001
H  0.796  1.659  1.383  0.004
H  -1.117  0.491  2.067  0.000
H  -1.329  -0.321  0.687  0.006

Its net charge is +2. The value obtained for the HOMO energy (spin up / spin down) is -17.9 / -17.9 eV. Its calculated total energy is -420.65091 Eh. As for the expectation value of S²: 0.760. Its multiplicity is 2.


3.
Computed, not measured: a molecular structure, C40H32CoN13O3S2, with ωB97M-V with the def2-TZVPD basis set.

Each line ends with the Löwdin spin population.
Geometry (Å):
Co  0.017  0.106  0.195  0.949
S  -2.269  -1.648  3.805  0.002
S  0.663  -1.250  3.588  0.003
O  -5.101  -0.281  1.916  0.001
O  5.148  -2.720  -3.066  0.000
O  -1.724  0.413  -0.536  -0.005
N  0.726  0.502  -1.605  -0.004
N  0.535  0.833  -3.806  0.000
N  0.642  1.900  1.050  0.030
N  1.778  1.148  -3.382  0.000
N  6.150  -4.551  -3.741  0.000
N  1.370  -1.387  0.560  0.013
N  3.060  -2.446  1.409  0.000
N  5.807  -3.791  -4.863  0.000
N  0.618  10.692  -0.275  0.000
N  -2.485  -0.256  1.495  0.003
N  0.614  4.087  1.318  0.001
N  -1.119  -0.439  1.753  -0.011
N  2.137  -3.400  1.163  0.001
C  -2.691  0.231  0.303  -0.001
C  4.616  -1.626  -5.148  0.000
C  -4.261  1.200  -1.338  0.000
C  -5.182  0.306  0.711  0.000
C  -0.923  -1.059  2.861  0.007
C  -4.064  0.576  -0.101  -0.001
C  0.897  7.767  1.640  0.000
C  0.565  8.178  0.355  0.000
C  3.995  -0.576  -7.210  0.000
C  5.769  -4.238  -1.302  0.000
C  0.562  3.058  0.440  0.002
C  0.027  -1.721  5.218  0.000
C  5.195  -3.374  -0.383  0.000
C  -5.520  1.549  -1.774  0.000
C  3.424  0.466  -5.115  0.000
C  0.740  3.528  2.576  0.001
C  1.135  -2.726  0.662  0.003
C  -0.074  0.451  -2.713  0.001
C  4.598  -1.625  -6.540  0.000
C  -6.620  1.268  -0.962  0.000
C  0.746  2.185  2.398  0.002
C  6.230  -5.796  0.459  0.000
C  5.222  -2.738  -4.418  0.000
C  -1.229  -2.535  4.993  0.000
C  5.107  -3.726  0.954  0.000
C  5.618  -4.944  1.374  0.000
C  2.600  -1.255  1.039  0.001
C  -6.456  0.657  0.262  0.000
C  5.743  -3.887  -2.721  0.000
C  0.906  6.420  1.958  0.000
C  0.219  7.232  -0.603  0.000
C  4.390  -2.804  1.909  0.000
C  3.403  0.464  -6.502  0.000
C  0.590  9.580  0.009  0.000
C  6.299  -5.455  -0.880  0.000
C  0.222  5.887  -0.284  0.000
C  1.888  0.930  -2.075  -0.001
C  2.790  1.597  -4.342  0.000
C  0.580  5.480  0.994  0.000
C  4.036  -0.581  -4.442  0.000
H  -3.393  1.405  -1.949  0.000
H  3.536  2.158  -3.779  0.000
H  0.213  -3.192  0.352  0.001
H  4.065  -0.595  -3.359  0.000
H  0.804  -2.301  5.714  0.000
H  2.922  1.276  -7.035  0.000
H  1.180  6.121  2.959  0.000
H  -4.150  -0.425  2.114  0.000
H  6.740  -6.123  -1.609  0.000
H  2.285  2.277  -5.023  0.000
H  5.539  -5.234  2.415  0.000
H  0.782  4.112  3.477  0.000
H  -1.105  0.147  -2.676  0.000
H  6.634  -6.742  0.794  0.000
H  4.926  -1.863  2.038  0.000
H  -7.300  0.437  0.902  0.000
H  2.782  1.123  -1.503  0.000
H  0.812  1.408  3.141  0.000
H  3.974  -0.569  -8.292  0.000
H  1.152  8.502  2.391  0.000
H  3.149  -0.332  1.146  0.000
H  -7.616  1.537  -1.290  0.000
H  5.049  -2.450  -7.076  0.000
H  -0.061  7.553  -1.597  0.000
H  4.276  -3.275  2.883  0.000
H  -1.803  -2.647  5.911  0.000
H  -0.176  -0.820  5.793  0.000
H  -0.079  5.172  -1.036  0.000
H  -5.654  2.031  -2.733  0.000
H  -0.995  -3.519  4.590  0.000
H  4.789  -2.429  -0.726  0.000
H  0.466  3.181  -0.624  0.000

Its net charge is +1. The value obtained for the HOMO energy (spin up / spin down) is -10.1 / -10.1 eV. Its calculated total energy is -4660.07020 Eh. As for the expectation value of S²: 0.869. Its multiplicity is 2.


4.
Computed, not measured: a molecular structure, C26H36NOSiSn, with ωB97M-V with the def2-TZVPD basis set.

Each line ends with the natural charge from an NBO analysis.
Geometry (Å):
Sn  -0.624  1.087  0.873  1.493
Si  -0.359  1.529  4.378  1.621
O  -3.182  1.101  -2.024  -0.549
N  -1.386  1.198  -3.533  -0.678
C  -2.114  0.658  -2.452  0.690
C  1.133  1.450  -3.666  0.036
C  2.084  -1.056  0.524  -0.138
C  -1.175  -2.697  -2.750  -0.612
C  2.319  2.161  -3.402  -0.269
C  -0.066  -3.283  1.452  -0.205
C  1.195  0.236  -4.358  -0.264
C  3.556  1.622  -3.760  -0.187
C  -1.241  -2.704  2.024  -0.119
C  3.628  0.388  -4.414  -0.217
C  2.446  -0.303  -4.716  -0.201
C  1.911  -0.211  -0.589  -0.338
C  -0.209  2.019  -3.201  -0.241
C  1.494  1.352  4.610  -1.111
C  2.071  -0.281  1.689  -0.194
C  -1.147  0.510  2.977  -1.399
C  -2.031  -2.175  0.957  -0.412
C  -1.354  -2.444  -0.275  0.159
C  1.890  1.092  1.315  -0.514
C  -3.386  -2.126  -1.635  -0.609
C  -0.903  3.330  4.351  -1.119
C  -0.149  -3.144  0.039  -0.277
C  -1.414  -0.397  -1.622  -0.497
C  -1.092  0.767  5.956  -1.096
C  1.798  1.123  -0.128  -0.244
C  -1.850  -1.933  -1.610  -0.086
H  -1.978  3.405  4.115  0.245
H  -0.318  3.043  -3.614  0.232
H  4.468  2.177  -3.542  0.225
H  -1.479  -2.629  3.083  0.223
H  -2.981  -1.656  1.060  0.235
H  -1.070  -0.566  3.198  0.262
H  4.603  -0.029  -4.693  0.230
H  2.256  3.139  -2.923  0.213
H  0.260  -0.265  -4.639  0.235
H  -0.733  3.792  5.341  0.263
H  0.752  -3.704  2.028  0.228
H  -3.896  -1.489  -0.892  0.224
H  2.068  1.954  1.961  0.264
H  -0.748  1.269  6.870  0.249
H  -2.190  0.824  5.958  0.240
H  2.487  -1.253  -5.250  0.225
H  -1.622  -2.418  -3.716  0.228
H  2.320  -2.111  0.488  0.230
H  -1.987  1.645  -4.234  0.410
H  -3.786  -1.919  -2.641  0.229
H  0.585  -3.493  -0.685  0.224
H  2.059  2.090  4.031  0.230
H  -2.224  0.750  2.875  0.245
H  -3.610  -3.185  -1.395  0.230
H  1.838  0.347  4.337  0.230
H  -0.321  -0.301  -1.748  0.257
H  -0.208  2.098  -2.095  0.185
H  -1.743  -0.091  -0.577  0.159
H  1.730  1.532  5.670  0.263
H  2.266  -0.663  2.692  0.239
H  -0.806  -0.292  6.050  0.235
H  1.874  2.025  -0.748  0.258
H  -0.340  3.913  3.606  0.233
H  -1.346  -3.773  -2.586  0.229
H  2.066  -0.521  -1.624  0.257
H  -0.088  -2.510  -2.768  0.213

Its net charge is +1. The value obtained for the HOMO energy (spin up / spin down) is -11.1 / -11.2 eV. Its calculated total energy is -1645.71876 Eh.


5.
Computed, not measured: a molecular structure, CH3Br2O2P, with ωB97M-V with the def2-TZVPD basis set.

Each line ends with the natural charge from an NBO analysis.
Geometry (Å):
Br  -3.712  -0.498  -0.550  -0.081
Br  -1.520  -1.755  -3.085  -0.118
P  -2.070  -1.867  -0.931  1.599
O  -2.111  -3.173  -0.333  -1.007
O  -0.339  -0.849  0.222  -0.642
C  0.754  -1.650  -0.019  -0.265
H  0.395  -2.661  -0.060  0.172
H  1.049  -1.529  -1.028  0.144
H  1.481  -1.291  0.582  0.198

Its net charge is 0. The value obtained for the HOMO energy (spin up / spin down) is -9.7 / -9.7 eV. Its calculated total energy is -5679.73026 Eh.


> What is the net charge in the fourth record?

+1